Run i
7
Properties=species:S:1:pos:R:3 method="wB97M-V/def2-TZVPD" total_charge=0
C 0.431 0.821 0.907
S 0.457 0.234 -1.998
S 1.721 0.655 -0.360
I 1.273 1.637 2.682
H -0.320 1.421 0.338
H -0.294 -0.226 1.099
H 0.521 -1.144 -2.338


Run ii
7
Properties=species:S:1:pos:R:3 method="wB97M-V/def2-TZVPD" total_charge=0
C 0.522 0.613 0.058
S 0.664 -1.119 0.689
S 1.668 -2.177 -0.538
I -4.239 -0.156 -0.069
H 0.614 1.259 0.842
H -0.566 0.745 -0.271
H 1.337 0.835 -0.711


Least stable of them? run ii.


Run i
33
Properties=species:S:1:pos:R:3 method="wB97M-V/def2-TZVPD" total_charge=+1
C 0.654 -1.582 3.563
C 0.295 -0.231 3.412
C 1.376 -2.270 2.611
C 0.671 0.393 2.249
C 1.553 -1.580 1.448
C -1.204 0.729 -2.696
C -1.635 -1.010 -0.970
C -1.843 1.343 -0.246
C 0.853 1.826 -0.864
C 1.432 -0.309 -1.749
C -1.117 0.373 -1.207
C 0.402 0.479 -1.127
N 1.268 -0.280 1.266
H 0.479 -2.065 4.521
H -0.220 0.126 4.257
H 1.474 -3.320 2.726
H 0.406 1.475 2.080
H 1.899 -2.215 0.638
H -0.892 -0.123 -3.347
H -2.251 0.966 -2.709
H -0.654 1.630 -3.128
H -2.434 -1.141 -1.631
H -0.814 -1.791 -1.212
H -1.745 -1.223 0.108
H -1.956 2.323 -0.630
H -2.764 0.834 0.045
H -1.273 1.497 0.705
H 0.552 2.142 0.075
H 1.866 1.910 -0.940
H 0.329 2.567 -1.449
H 1.773 0.317 -2.567
H 1.191 -1.349 -2.028
H 2.326 -0.442 -1.207


Run ii
33
Properties=species:S:1:pos:R:3 method="wB97M-V/def2-TZVPD" total_charge=+1
C 0.491 2.924 1.325
C 0.506 3.938 2.104
C 0.811 -1.041 -0.381
C 0.311 -1.438 1.061
C 1.271 1.919 0.611
C 0.209 0.155 -1.076
C 0.276 1.516 -0.417
C -0.936 -2.348 1.158
C 0.785 0.153 -2.498
C -0.282 2.637 -1.348
C -0.709 -3.793 1.116
C -2.039 -1.627 1.144
N -0.153 1.725 0.976
H -0.377 4.081 2.772
H 1.394 4.566 2.262
H 1.963 -0.891 -0.451
H 0.613 -1.851 -1.070
H 1.134 -1.973 1.672
H 0.091 -0.542 1.592
H 2.092 1.412 0.973
H -0.979 0.075 -1.016
H 0.662 -0.620 -3.245
H 1.871 0.075 -2.402
H 0.559 1.113 -3.031
H 0.486 2.638 -2.081
H -0.370 3.572 -0.736
H -1.249 2.365 -1.697
H -0.653 -4.267 0.144
H -1.554 -4.429 1.565
H 0.226 -3.963 1.656
H -2.843 -2.279 1.217
H -0.407 0.941 1.638
H -2.015 -0.548 1.260


Least stable of them? run ii.


Run i
10
Properties=species:S:1:pos:R:3 method="wB97M-V/def2-TZVPD" total_charge=0
C -0.742 -0.037 -0.100
C -1.528 1.026 0.171
C 0.768 -0.064 -0.030
C 1.622 -1.034 0.110
H -2.564 0.976 0.127
H -1.032 2.059 0.492
H 1.130 -1.975 0.268
H 2.720 -1.027 0.409
F -1.327 -1.243 -0.100
F 1.219 1.312 -0.145


Run ii
10
Properties=species:S:1:pos:R:3 method="wB97M-V/def2-TZVPD" total_charge=0
C -0.747 0.054 -0.017
C -1.582 1.095 -0.007
C 0.714 0.101 0.036
C 1.433 1.219 -0.019
H -2.635 0.975 0.053
H -1.207 2.095 0.025
H 2.541 1.169 -0.082
H 0.993 2.205 0.058
F -1.131 -1.241 -0.010
F 1.287 -1.120 0.008


Least stable of them? run i.


Run i
12
Properties=species:S:1:pos:R:3 method="wB97M-V/def2-TZVPD" total_charge=0
O -1.891 -0.276 -0.758
H -1.768 -1.071 -1.277
H -2.724 -0.411 -0.306
O -0.122 0.369 0.326
H -0.426 0.489 1.225
H -0.923 0.254 -0.186
O 1.363 -1.085 -0.435
H 1.768 -1.444 0.355
H 0.609 -0.590 -0.114
O 1.597 1.279 0.072
H 0.787 0.779 0.180
H 1.730 1.706 0.918


Run ii
12
Properties=species:S:1:pos:R:3 method="wB97M-V/def2-TZVPD" total_charge=0
O -1.091 1.237 1.350
H -0.245 1.538 1.682
H -0.873 0.716 0.577
O -2.835 -3.448 -1.752
H -2.545 -2.543 -1.639
H -2.158 -3.851 -2.296
O 0.475 -0.866 -2.100
H 1.393 -0.649 -1.937
H 0.484 -1.335 -2.934
O 2.449 2.677 3.002
H 2.796 3.273 2.338
H 2.150 3.251 3.707


Run iii
12
Properties=species:S:1:pos:R:3 method="wB97M-V/def2-TZVPD" total_charge=0
O 11.428 48.937 40.382
H 11.345 48.503 41.223
H 11.678 49.966 40.450
O 9.035 47.193 44.559
H 8.941 47.117 43.664
H 8.644 48.018 44.596
O 13.422 48.246 45.157
H 13.599 47.228 45.123
H 12.894 48.277 46.040
O 11.162 48.818 43.603
H 10.389 48.497 43.895
H 11.883 48.609 44.322


Least stable of them? run i.


Run i
12
Properties=species:S:1:pos:R:3 method="wB97M-V/def2-TZVPD" total_charge=0
O -0.474 -0.171 -0.635
H -1.158 -0.425 -0.015
H -0.519 -0.832 -1.326
O 2.935 1.994 1.495
H 2.158 1.635 1.068
H 3.277 2.635 0.871
O 0.028 -1.669 -5.168
H 0.756 -1.632 -5.788
H -0.755 -1.686 -5.717
O -1.990 -0.212 4.797
H -2.856 -0.022 5.158
H -1.401 0.384 5.260


Run ii
12
Properties=species:S:1:pos:R:3 method="wB97M-V/def2-TZVPD" total_charge=0
H -1.061 0.703 -0.225
H -2.556 0.448 -0.970
H 0.501 -1.235 -1.693
H 0.895 -1.059 0.062
H 1.064 0.590 -0.349
H 1.144 2.146 0.354
H 0.536 -0.263 1.587
H -0.834 -0.607 0.976
O -1.706 -0.090 -0.323
O 1.204 -0.824 -0.934
O 0.711 1.290 0.299
O 0.102 -1.098 1.215


Least stable of them? run ii.


Run i
12
Properties=species:S:1:pos:R:3 method="wB97M-V/def2-TZVPD" total_charge=0
O -22.386 7.747 -8.153
H -22.402 7.702 -9.112
H -21.489 7.444 -7.905
O -20.409 5.079 -10.738
H -19.933 5.327 -11.540
H -21.304 5.419 -10.863
O -19.754 6.609 -8.201
H -18.983 6.307 -7.711
H -19.803 6.022 -8.973
O -17.753 4.176 -5.672
H -17.322 5.037 -5.662
H -17.651 3.846 -4.772


Run ii
12
Properties=species:S:1:pos:R:3 method="wB97M-V/def2-TZVPD" total_charge=0
H 3.553 -0.795 1.118
H 2.286 -0.435 0.273
H -2.381 0.222 0.898
H -1.046 0.021 1.241
H 0.009 1.076 -0.748
H 0.419 2.398 -1.599
H -1.999 -2.260 -1.169
H -1.697 -0.987 -1.814
O 3.145 -0.879 0.291
O -1.792 0.329 1.645
O 0.378 2.022 -0.741
O -1.623 -1.377 -0.970


Least stable of them? run ii.